1.
ORCA calculation (ωB97M-V/def2-TZVPD) on 2 unconnected molecules or ions with the total composition C4H10N2O2 in a non-equilibrium geometry.

Each line ends with the Löwdin charge.
Atoms and positions in Å:
H -0.4930 -1.4682 1.0663  0.06
C -1.2203 0.2155 -0.0772  -0.39
H 3.0178 0.4682 -1.4153  0.09
N 0.3373 1.9534 0.7702  0.18
H 0.4535 -2.5375 -1.1379  0.04
H -1.2598 -0.3005 -1.0445  0.14
H -2.2660 1.7675 -0.6676  0.10
N 1.0565 0.5851 -0.9191  0.06
H -2.2645 -1.3417 0.9693  0.08
O -2.3064 1.1239 0.0487  -0.04
C 2.2887 0.2918 -0.6318  -0.07
H 2.0006 -1.4078 -1.0416  0.13
O 1.0499 -1.9267 -0.6861  -0.17
H -0.5064 2.2329 1.2736  0.06
C -1.3361 -0.7827 1.0684  -0.04
H 2.6529 0.4212 0.3892  0.10
H -1.3193 -0.2508 2.0188  0.09
C 0.1146 0.9564 0.0165  -0.43

Electronic energy, eV: -11382.426
Energy relative to the best compared isomer or geometry (same formula, charge and spin), kJ/mol: 431.9
HOMO-LUMO gap, eV: 9.734
SMILES: [H]/N=C(/N=C)[C@@H](C)O.O


2.
ORCA calculation (ωB97M-V/def2-TZVPD) on 2 unconnected molecules or ions with the total composition C4H10N2O2 in a non-equilibrium geometry.

Each line ends with the Löwdin charge.
Atoms and positions in Å:
C -1.4207 -0.7728 1.2764  -0.36
H -1.3167 -1.4382 0.4020  0.13
H 1.7608 1.9892 -1.2708  0.09
H -1.4833 -2.3949 2.4555  0.10
H 1.2479 -0.0565 -2.7394  0.12
H -1.3945 0.9287 2.0788  0.06
H 0.0596 1.9500 -0.7858  0.06
C 0.7313 0.1481 -1.7937  -0.17
C 0.7635 1.6499 -1.5674  -0.11
C 1.4397 -0.6673 -0.7367  -0.54
H -1.5980 -0.9328 3.2853  0.10
O 1.3556 -0.1868 0.5205  0.05
O 1.9947 -1.7287 -0.9783  0.07
N -1.7615 -1.4177 2.4115  0.09
H -0.2989 -0.2082 -1.8870  0.12
H 0.4747 2.1771 -2.4819  0.08
N -1.1835 0.4875 1.1748  0.05
H 0.6294 0.4734 0.6361  0.05

Electronic energy, eV: -11385.608
Energy relative to the best compared isomer or geometry (same formula, charge and spin), kJ/mol: 124.9
HOMO-LUMO gap, eV: 10.554
SMILES: [H]/N=C\N.CCC(=O)O


3.
ORCA calculation (ωB97M-V/def2-TZVPD) on 2 unconnected molecules or ions with the total composition C4H10N2O2 in a non-equilibrium geometry.

Each line ends with the Löwdin charge.
Atoms and positions in Å:
C 2.1859 0.1524 0.5167  -0.03
H -3.0817 1.2721 -0.2602  0.08
H 2.7046 -0.5398 -0.1509  0.08
N -1.4550 0.5920 0.8112  -0.13
H 2.7263 1.1023 0.5168  0.09
H -1.5367 2.0155 -0.7407  0.07
H -1.9317 0.3568 -1.2566  0.07
C 0.7688 0.3620 0.0628  -0.48
C -2.0257 1.0876 -0.4495  -0.11
H -1.8128 -0.4904 0.9366  0.14
H 1.4917 0.9496 -1.6319  0.10
C -0.1389 -1.9019 0.0971  -0.14
O -1.3615 -1.8715 0.3140  -0.09
H 2.1913 -0.2532 1.5243  0.08
H 0.5577 -2.2007 0.8886  0.09
H 0.2409 -1.9139 -0.9327  0.10
N -0.1491 0.4206 0.9740  0.01
O 0.6258 0.8603 -1.2197  0.03

Electronic energy, eV: -11382.242
Energy relative to the best compared isomer or geometry (same formula, charge and spin), kJ/mol: 449.7
HOMO-LUMO gap, eV: 8.855
SMILES: CN/N=C(/C)O.C=O


4.
ORCA calculation (ωB97M-V/def2-TZVPD) on C4H10N2O2 in the gas phase in a non-equilibrium geometry.

Each line ends with the Löwdin charge.
Atoms and positions in Å:
H 2.0298 -0.6244 1.2253  0.11
H -0.5093 2.7660 0.9329  0.07
N -1.5456 -1.4962 0.1269  0.02
C -0.7388 -0.7020 -0.5714  -0.40
C 1.3723 0.6130 -0.0306  -0.13
H 0.6021 -1.9586 -1.6201  0.13
H -0.1339 0.3289 1.4080  0.13
H -1.0585 -0.2104 -1.5004  0.14
C 0.0232 0.7239 0.4072  -0.26
O 0.8648 -2.1501 0.3317  -0.10
H 1.7229 1.1675 -0.8937  0.14
H -2.5242 -1.2461 0.0908  0.03
H -0.4645 2.4481 -0.8112  0.08
C -0.7158 2.0217 0.1621  -0.09
N 0.5609 -1.3516 -0.8009  -0.10
H -0.0682 -2.2752 0.7000  0.08
O 2.3767 0.1024 0.6754  0.06
H -1.7939 1.8433 0.1681  0.07

Electronic energy, eV: -11380.623
Energy relative to the best compared isomer or geometry (same formula, charge and spin), kJ/mol: 605.9
HOMO-LUMO gap (spin up / spin down), eV: 7.828 / 7.833


5.
ORCA calculation (ωB97M-V/def2-TZVPD) on 2 unconnected molecules or ions with the total composition C4H10N2O2 in a non-equilibrium geometry.

Each line ends with the Löwdin charge.
Atoms and positions in Å:
C -0.3377 -0.3463 -2.2401  -0.02
H 0.2578 2.4644 0.7222  0.16
H -0.6494 0.3717 -1.5392  0.02
N -0.4340 1.6801 0.8425  0.23
H 1.1482 -2.7843 -2.7592  0.05
C 0.9657 -0.8851 -1.7738  -0.48
H 0.0892 -0.1437 3.1511  0.13
O 1.5603 -0.4466 -0.8349  0.04
N 1.6363 -2.0766 -2.3785  0.20
H -0.5405 0.1101 -3.2672  0.12
H 2.4819 -2.1593 -2.1500  -0.01
C -0.7014 1.6441 2.2233  -0.47
H -1.5453 0.3312 3.7596  0.14
O -0.8190 2.6026 2.8873  0.42
C -0.8590 0.3170 2.8388  0.05
H -1.1796 -1.1528 -2.2688  0.13
H -1.3448 -0.4081 2.0849  0.15
H 0.2712 0.8816 0.7021  0.13

Multiplicity: 2
Electronic energy, eV: -11374.918
Total charge: +1
Energy relative to the best compared isomer or geometry (same formula, charge and spin), kJ/mol: 308.1
HOMO-LUMO gap (spin up / spin down), eV: 8.306 / 3.292


6.
ORCA calculation (ωB97M-V/def2-TZVPD) on C4H10N2O2S in the gas phase in a non-equilibrium geometry.

Each line ends with the Löwdin charge.
Atoms and positions in Å:
O 3.1184 -0.3549 0.4503  -0.43
N -0.3615 0.0168 1.8777  0.13
H 0.3111 -0.3013 -1.7063  0.13
H 0.0084 -2.2869 0.7625  0.13
N 1.8813 1.4417 -0.8072  -0.25
C -1.4900 0.7801 -0.1332  -0.19
S 1.7923 0.1677 0.1215  0.84
O -0.7088 2.0033 -0.0747  -0.09
H -1.6360 0.5858 -1.1800  0.11
H 2.9317 1.7016 -0.9864  0.09
H -0.8722 0.8079 2.1559  0.04
C -0.4198 -1.5646 0.0379  -0.21
C -1.1014 -0.4162 0.8191  -0.49
H 0.1224 1.9153 -0.4674  -0.05
H -1.1758 -1.9692 -0.6610  0.12
H 1.3938 -1.7561 -1.1482  0.09
C 0.6878 -0.9982 -0.8303  -0.27
H -2.4509 1.1204 0.3944  0.14
H -2.0308 -0.8933 1.3753  0.19

Electronic energy, eV: -22215.130
Energy relative to the best compared isomer or geometry (same formula, charge and spin), kJ/mol: 458.2
HOMO-LUMO gap (spin up / spin down), eV: 8.045 / 8.147


7.
ORCA calculation (ωB97M-V/def2-TZVPD) on a molecular structure, C4H10N2O2Sn in a non-equilibrium geometry.

Each line ends with the Löwdin charge.
Atoms and positions in Å:
H -1.4303 1.9398 1.5105  0.13
H -2.5971 2.5189 2.7701  0.14
C -1.6681 0.8532 3.1113  -0.59
H 3.1610 -1.1673 -4.6879  0.11
H 1.6813 -2.0777 -4.9169  0.11
H -2.9639 -0.2952 4.4720  0.11
N 1.3356 0.0582 -3.0915  0.20
N -1.8455 1.9355 2.4312  0.21
C 2.4213 -1.7809 -4.1737  0.05
O 1.6007 -1.6936 -1.8915  -0.11
C 1.7502 -1.1427 -2.9963  -0.59
Sn 1.3735 -0.5158 0.8574  1.75
H -3.2033 1.4763 4.4277  0.09
H 0.8895 0.6425 -2.3989  0.12
C -2.4692 0.6719 4.3821  0.05
H -1.7208 0.7392 5.1717  0.11
H 1.7754 0.5700 -3.8430  0.14
H 2.8711 -2.6899 -3.7744  0.10
O -0.9615 -0.0423 2.6402  -0.13

Electronic energy, eV: -17198.398
Total charge: +2
Energy relative to the best compared isomer or geometry (same formula, charge and spin), kJ/mol: 154.0
HOMO-LUMO gap, eV: 6.260


8.
ORCA calculation (ωB97M-V/def2-TZVPD) on 2 unconnected molecules or ions with the total composition C4H10N2O3 in a non-equilibrium geometry.

Each line ends with the Löwdin charge.
Atoms and positions in Å:
O 0.4017 0.4619 0.9952  -0.13
O -0.4960 -1.2061 -0.9249  -0.19
H -0.7034 0.5804 -1.9519  0.10
H -0.3638 -0.8752 -2.9733  0.09
O -1.3259 1.9024 1.5450  0.08
H -2.5988 -0.2003 1.8950  0.12
N -1.6401 -0.3272 1.6076  0.18
H 1.5657 2.1107 0.5961  0.09
H 2.3632 0.8238 1.5067  0.09
C -0.9283 0.7845 1.2825  -0.59
C -0.8901 -0.4882 -2.0953  -0.08
H 1.5701 -0.4023 -2.1692  0.04
N 1.8583 -1.0472 -1.4373  0.11
H -1.3709 -1.2094 1.1968  0.09
C 1.4270 1.3746 1.3920  -0.05
C 0.9025 -1.3900 -0.6682  -0.27
H 1.1695 1.8977 2.3171  0.09
H 1.0161 -2.1230 0.1392  0.13
H -1.9570 -0.6672 -2.2531  0.09

Electronic energy, eV: -13432.123
Energy relative to the best compared isomer or geometry (same formula, charge and spin), kJ/mol: 167.2
HOMO-LUMO gap, eV: 11.013
SMILES: [H]/N=C\OC.COC(N)=O